Record 1
# C24H64BBrNO10

A 9-piece molecular cluster, C24H64BBrNO10 overall at a distorted geometry (the ωB97M-V functional and the def2-TZVPD basis, OMol25).

## Properties
spin multiplicity	1
net charge	-1
E_LUMO	0.0750	Eh
HOMO energy	-5.02	eV

```
101
Properties=species:S:1:pos:R:3:forces:R:3:mulliken_charge:R:1
C 0.956090 5.069062 0.362277 0.0 -0.2 -0.1 -1.510
C 0.989854 4.492842 -1.035230 0.4 -0.2 -0.2 0.679
N 1.546558 5.118422 -1.992840 0.0 0.0 -0.1 -0.812
C 0.344328 3.167875 -1.318736 -0.1 0.4 0.3 0.481
C 0.718157 2.074984 -0.343561 0.1 -0.2 0.3 0.027
O 0.050779 0.862161 -0.529100 0.3 -0.4 0.1 -0.604
B 0.653365 0.061113 0.618408 0.0 0.0 -0.6 1.451
O 2.077544 0.600458 0.700256 0.0 0.1 0.7 -0.725
C 2.174797 1.641522 -0.237533 -0.2 -0.4 -0.1 -0.201
C 2.703938 1.046545 -1.529287 0.3 0.2 -0.7 -0.884
C 4.082154 0.438167 -1.361338 0.1 0.0 0.3 0.740
C 5.144802 1.319732 -0.743454 0.1 -0.1 -0.3 -1.460
Br 4.732555 -0.114336 -3.146416 0.0 -0.1 -0.1 -0.221
H 1.943581 5.451897 0.603655 0.1 0.2 0.1 0.440
H 0.689538 4.347075 1.123593 -0.1 -0.1 0.1 0.274
H 0.231474 5.879709 0.389869 0.0 0.2 0.1 0.379
H 1.927059 6.001946 -1.652972 0.0 0.1 0.0 0.268
H 0.540068 2.893617 -2.350749 0.1 0.0 -0.1 0.226
H -0.737419 3.313919 -1.228542 1.0 0.3 0.1 -0.327
H 0.476809 2.392511 0.683469 0.0 0.4 0.1 -0.157
H 0.759997 -1.135121 0.368164 -0.5 0.0 0.0 -0.634
H -0.045165 0.336104 1.601822 0.4 -0.2 0.2 -0.454
H 2.818335 2.461568 0.096930 0.1 0.0 0.2 0.425
H 2.732216 1.771746 -2.347693 0.1 0.3 0.1 0.498
H 2.038791 0.251747 -1.855284 -0.2 0.0 0.1 0.172
H 4.026441 -0.491778 -0.807388 -0.1 -0.1 0.0 0.115
H 6.078186 0.768221 -0.670739 0.1 0.0 0.0 0.462
H 5.324508 2.197737 -1.360684 0.0 0.2 0.0 0.357
H 4.852999 1.619944 0.257872 -0.1 0.0 0.1 0.310
C -0.570968 -4.035341 -0.582016 -0.1 0.0 -0.1 -0.453
C 0.672120 -3.577722 -1.321238 0.1 0.1 0.3 -0.236
O 0.354867 -2.782366 -2.472631 -0.1 -0.3 -0.1 -0.573
H -1.216919 -4.628062 -1.232151 0.0 0.0 0.0 0.417
H -0.301925 -4.634189 0.289785 0.0 0.0 0.0 0.461
H -1.141609 -3.170891 -0.235297 0.1 0.0 0.1 -0.440
H 1.246999 -4.433823 -1.677483 0.0 0.0 -0.1 0.355
H 1.308815 -2.989496 -0.656276 0.0 -0.1 0.0 0.121
H -0.123060 -2.007419 -2.152160 0.1 0.1 0.0 0.211
C -3.125561 -1.189609 0.834895 0.0 -0.1 -0.2 -0.435
C -3.101531 -2.367561 1.792851 0.1 0.3 -0.1 -0.615
O -2.027097 -2.229303 2.702986 0.0 -0.3 0.3 -0.489
H -2.164437 -1.129327 0.320937 0.0 0.1 0.0 -0.132
H -3.921311 -1.275840 0.090953 0.0 0.0 0.0 0.392
H -3.260605 -0.253513 1.379673 -0.1 0.0 0.0 0.236
H -2.930751 -3.296190 1.246531 0.0 0.0 0.0 0.358
H -4.055170 -2.460556 2.329967 0.0 0.0 0.0 0.352
H -2.198664 -1.429425 3.216598 0.0 0.1 0.0 0.269
C -1.680279 2.387275 4.822053 -0.2 0.0 0.1 -1.259
C -1.687443 1.135313 3.965816 -0.1 0.1 0.0 0.372
O -2.858214 0.338438 4.203919 0.2 0.1 0.1 -0.589
H -1.716885 2.125394 5.881412 0.1 0.0 0.0 0.331
H -0.780884 2.977180 4.637125 0.0 0.0 0.0 0.378
H -2.554888 3.009159 4.609533 0.0 0.0 -0.1 0.262
H -0.828575 0.509478 4.197169 0.0 -0.1 -0.1 0.289
H -1.636548 1.383298 2.903852 0.2 0.0 0.0 -0.129
H -3.605921 0.886681 3.948721 -0.2 -0.1 0.0 0.332
C 3.364490 -3.773245 -5.664155 0.1 0.0 0.0 -1.070
C 3.637032 -4.339926 -4.281616 0.0 0.1 0.1 0.401
O 4.692202 -3.657778 -3.620548 -0.1 -0.1 -0.2 -0.463
H 4.264929 -3.824350 -6.278118 0.0 0.0 0.0 0.323
H 2.565162 -4.323386 -6.165333 0.0 0.0 0.0 0.298
H 3.067724 -2.724728 -5.594479 -0.1 0.0 0.0 0.291
H 3.945068 -5.383839 -4.351253 0.0 0.0 0.0 0.339
H 2.727098 -4.296537 -3.671761 0.0 0.0 -0.1 -0.335
H 4.427293 -2.732875 -3.541410 0.1 0.1 0.2 0.197
C -2.249447 2.132791 -1.512964 -1.2 -0.3 -0.1 -0.620
C -3.592318 1.494172 -1.815216 0.1 0.2 0.0 -0.716
O -4.594878 1.886512 -0.875505 -0.1 -0.1 0.0 -0.531
H -1.918963 1.865451 -0.509102 -0.1 -0.1 -0.2 0.213
H -1.487970 1.805791 -2.221501 -0.2 -0.1 0.1 0.286
H -2.321687 3.223549 -1.564148 -0.5 0.0 -0.2 0.337
H -3.515122 0.410933 -1.745812 -0.1 0.0 0.0 0.225
H -3.925077 1.747705 -2.828526 0.0 -0.1 0.0 0.387
H -4.681756 2.841724 -0.926129 0.0 0.1 0.0 0.321
C 2.632288 -3.276134 3.133011 0.0 0.0 0.0 -0.891
C 3.844892 -2.676700 2.439549 -0.2 0.1 0.0 -0.323
O 3.480548 -1.933474 1.292955 0.1 -0.1 0.2 -0.299
H 2.081766 -3.915804 2.442868 0.0 0.0 0.0 0.145
H 2.926073 -3.867159 4.004329 0.0 0.0 0.0 0.405
H 1.949364 -2.490300 3.461390 0.0 0.0 0.0 0.247
H 4.515921 -3.465683 2.096395 0.0 0.0 0.0 0.299
H 4.404013 -2.040331 3.139025 0.0 -0.1 0.0 0.268
H 2.900437 -1.207200 1.568339 0.0 0.2 -0.4 0.109
C -0.785181 -5.287267 -5.712363 0.0 0.0 0.0 -0.617
C -1.883046 -4.372642 -5.195849 0.1 0.1 0.1 -0.291
O -1.843779 -4.234721 -3.786374 0.0 -0.2 -0.2 -0.460
H -0.867751 -6.272634 -5.252082 0.0 0.0 0.0 0.259
H -0.841580 -5.400251 -6.797227 0.0 0.0 0.0 0.377
H 0.197670 -4.883765 -5.459361 0.0 0.0 0.0 -0.087
H -2.864390 -4.782367 -5.438407 0.0 0.0 0.0 0.274
H -1.804617 -3.386170 -5.669107 0.0 0.0 -0.1 0.279
H -0.980831 -3.858433 -3.552794 0.0 0.2 0.3 0.328
C -4.297332 6.818014 6.594464 0.0 0.0 0.0 -1.045
C -4.190916 5.380354 6.117661 0.2 0.2 -0.1 -0.184
O -4.105071 5.311737 4.696670 -0.2 -0.1 0.1 -0.502
H -5.170200 7.298453 6.152132 0.0 0.0 0.0 0.263
H -4.382106 6.868365 7.681220 0.0 0.0 0.0 0.328
H -3.416180 7.389479 6.293725 0.0 0.0 0.0 0.334
H -5.075910 4.815446 6.405211 0.0 -0.1 -0.1 0.293
H -3.316832 4.891374 6.561242 -0.1 0.0 0.1 0.209
H -3.316926 5.792504 4.429411 0.1 0.0 -0.1 0.295
```
Forces are in eV/Å.



Record 2
# C7H36B2CuN14O7

C7H36B2CuN14O7 as an isolated structure at a distorted geometry (the ωB97M-V functional and the def2-TZVPD basis, OMol25).

## Properties
spin multiplicity	2
net charge	0
E_LUMO (alpha / beta)	-0.0851 / -0.2124	Eh
HOMO energy (alpha / beta)	-9.20 / -8.84	eV

```
67
Properties=species:S:1:pos:R:3:forces:R:3:mulliken_spin:R:1
Cu -1.250771 -2.563587 -0.920516 0.6 0.6 0.5 -0.010
B 1.026269 -5.028477 -0.117326 -5.0 0.3 -2.8 0.376
H 0.041399 -5.023537 0.323404 -3.3 0.2 2.1 -0.011
H 1.712119 -4.426117 0.458034 4.5 1.8 3.4 0.346
H 1.473609 -6.007147 -0.196876 3.5 -3.8 0.8 0.224
H 0.945139 -4.576707 -1.093826 -0.1 1.8 -3.6 -0.020
B 0.387419 -0.010467 0.833444 -0.4 -0.3 0.4 0.056
H 1.104119 0.644673 1.303944 3.0 2.1 2.1 -0.001
H -0.338871 0.637003 0.367064 -3.1 2.5 -2.0 0.028
H 0.873759 -0.525547 0.019554 2.2 -2.4 -3.7 0.019
H -0.130891 -0.681817 1.500444 -2.0 -2.7 3.0 -0.004
C -4.565791 1.023403 -2.619316 -2.2 4.7 -2.1 0.000
O -4.012291 0.089383 -2.325826 4.7 -9.6 3.6 0.000
N -5.747421 1.400293 -2.260526 -5.6 1.0 2.6 0.000
N -4.065991 1.839843 -3.484996 2.3 4.0 -3.7 0.000
H -6.302871 0.837813 -1.631876 0.4 0.1 -0.1 0.000
H -6.175511 2.275823 -2.525646 0.3 -0.4 -0.1 0.000
H -3.188831 1.591563 -3.919796 -0.2 0.4 0.2 0.000
H -4.472211 2.757323 -3.600336 0.5 -0.2 -0.4 0.000
C 0.705889 -0.434007 -5.404056 1.8 -0.2 0.1 0.000
O 0.364049 -1.129957 -4.508046 -1.9 -2.1 3.1 -0.001
N 1.002609 0.838123 -5.273246 0.0 2.6 -1.0 0.000
N 1.079079 -0.998697 -6.558096 -0.4 -0.7 -1.6 0.000
H 1.046349 1.303413 -4.377876 -0.1 -0.1 -0.4 0.000
H 1.237119 1.243573 -6.168086 0.2 1.0 0.8 0.000
H 1.571439 -0.491157 -7.279246 0.0 -0.7 0.2 0.000
H 1.097839 -1.994157 -6.388366 0.3 0.1 -1.0 0.000
C -5.265591 -3.851307 2.250894 1.8 0.7 1.4 0.000
O -4.385091 -3.628947 1.476534 1.9 0.0 -2.1 0.000
N -6.494501 -3.466457 2.157764 -4.0 0.7 -0.8 0.000
N -5.055661 -4.350257 3.476174 1.8 -1.7 2.0 0.000
H -6.832631 -3.055167 1.299504 -0.2 -0.4 0.3 0.000
H -7.042261 -4.002547 2.815534 -1.1 0.7 -0.8 0.000
H -5.721371 -4.337027 4.235614 0.3 0.1 -0.3 0.000
H -4.081131 -4.493227 3.699664 -0.3 -0.1 0.2 0.000
C -2.574901 3.935313 3.620644 -2.2 4.2 -0.1 0.000
O -2.991311 5.017473 4.007404 -0.3 0.7 -0.4 0.000
N -2.522801 3.492213 2.387604 -0.7 -0.3 -5.4 0.000
N -2.112171 3.042893 4.376364 2.9 -5.3 4.7 0.000
H -2.932361 4.033093 1.639404 0.1 0.3 0.4 0.000
H -2.608921 2.508803 2.174044 0.2 0.1 0.3 0.000
H -1.607671 2.307233 3.902674 0.0 -0.1 0.7 0.000
H -2.171811 3.025353 5.384444 0.1 0.4 -0.4 0.000
C 6.190449 -1.931157 -1.612646 -1.1 -1.7 -0.5 0.000
O 7.165049 -1.895617 -2.267296 4.7 -0.6 -2.4 0.000
N 5.633179 -0.861807 -1.239446 -3.0 6.7 1.6 0.000
N 5.560559 -3.043967 -1.290926 -0.3 -3.0 0.7 0.000
H 4.736489 -0.743437 -0.789976 0.2 -0.4 0.0 0.000
H 5.962319 -0.054277 -1.749006 -0.1 0.1 0.3 0.000
H 6.272209 -3.753867 -1.192496 -1.1 -0.8 0.0 0.000
H 4.585499 -3.095837 -1.032716 0.6 -0.2 0.3 0.000
C 3.509259 -1.648457 5.298134 3.1 -0.9 2.5 0.000
O 4.139999 -2.184117 6.234764 -0.1 0.6 -1.9 0.000
N 2.268939 -1.342657 5.411744 -5.9 0.6 0.8 0.000
N 3.939209 -1.153777 4.129024 2.1 -0.4 -1.1 0.000
H 1.773559 -1.033127 4.587794 -0.3 0.0 0.5 0.000
H 1.719359 -1.598467 6.219594 0.3 -0.2 -0.3 0.000
H 4.936549 -1.017417 4.046464 -0.4 0.0 -0.5 0.000
H 3.238019 -0.756417 3.520314 0.9 0.2 -0.2 0.000
C 2.534989 5.603243 -1.462976 1.6 -3.8 -1.9 0.000
O 3.309289 4.752723 -1.857446 1.6 -1.1 -0.1 0.000
N 2.774989 6.843813 -1.479496 1.1 6.3 0.3 0.000
N 1.326639 5.273323 -1.151156 -4.0 -1.4 1.3 0.000
H 3.636709 7.197003 -1.870396 -0.3 -0.1 0.2 0.000
H 1.971829 7.443433 -1.355016 0.7 0.4 -0.1 0.000
H 0.620309 5.954063 -0.910746 0.0 -0.7 0.1 0.000
H 1.178039 4.278483 -1.242356 -0.6 0.3 0.3 0.000
```
Forces are in eV/Å.



Record 3
# C5H10O

An isolated molecule of C5H10O (the ωB97M-V functional and the def2-TZVPD basis, OMol25).

## Properties
spin multiplicity	1
net charge	0
E_LUMO	0.0417	Eh
energy relative to the best compared isomer or geometry (same formula, charge and spin)	44.1	kJ/mol
SMILES	C[C@H]1CCOC1
HOMO energy	-9.62	eV

```
16
Properties=species:S:1:pos:R:3:forces:R:3:mulliken_charge:R:1
C -0.926231 -1.026970 1.299421 0.0 0.0 0.0 -1.616
C -0.212148 -0.612019 0.018674 0.0 0.0 0.0 0.592
C -0.733142 0.698455 -0.597880 0.0 0.0 0.0 -0.767
C 0.536168 1.312870 -1.177615 -0.2 0.1 -0.2 -0.422
O 1.544539 0.998265 -0.240167 0.1 0.1 0.0 -0.399
C 1.298060 -0.319741 0.219219 0.0 -0.3 0.1 -0.620
H -1.970300 -1.294545 1.101947 0.1 0.1 0.1 0.365
H -0.442183 -1.897617 1.756660 -0.1 0.1 -0.1 0.388
H -0.909825 -0.205606 2.026536 0.0 -0.1 -0.1 0.395
H -0.332520 -1.412679 -0.720623 0.1 0.1 0.1 0.284
H -1.503595 0.528118 -1.355388 0.1 0.0 0.1 0.334
H -1.145903 1.352661 0.180562 0.1 -0.1 -0.1 0.280
H 0.496366 2.399769 -1.288774 0.0 -0.1 0.0 0.346
H 0.776204 0.874139 -2.159776 -0.1 0.0 0.1 0.259
H 1.919594 -1.042542 -0.332788 -0.1 0.1 0.0 0.262
H 1.604916 -0.352558 1.269992 -0.1 -0.1 -0.1 0.320
```
Forces are in eV/Å.



Record 4
# C3H4N4

An isolated molecule of C3H4N4 (the ωB97M-V functional and the def2-TZVPD basis, OMol25).

## Properties
spin multiplicity	1
net charge	0
E_LUMO	0.0033	Eh
energy relative to the best compared isomer or geometry (same formula, charge and spin)	187.2	kJ/mol
SMILES	Nc1cncnn1
HOMO energy	-9.15	eV

```
11
Properties=species:S:1:pos:R:3:forces:R:3:mulliken_charge:R:1
N -0.879180 -1.760333 -0.138510 -0.2 0.0 0.1 -0.467
C -0.439664 -0.466168 -0.030007 0.1 0.1 0.0 0.620
C 0.725013 -0.162880 0.713642 0.1 -0.1 -0.1 -0.089
N 1.244733 1.032057 0.678501 0.2 -0.4 -0.7 -0.524
C 0.704155 1.818852 -0.270565 0.2 0.0 -0.2 -0.024
N -0.429975 1.624197 -0.907553 0.2 -0.1 0.2 -0.356
N -1.090036 0.483007 -0.689743 0.4 -0.2 0.0 -0.362
H -0.747365 -2.349448 0.667611 -0.1 0.0 -0.1 0.231
H -1.765702 -1.860634 -0.611900 0.0 0.0 0.1 0.267
H 1.295357 -0.923225 1.237779 -0.4 -0.1 0.4 0.329
H 1.382664 2.564576 -0.649255 -0.4 0.8 0.2 0.375
```
Forces are in eV/Å.